[1]
91
Properties=species:S:1:pos:R:3:forces:R:3:lowdin_charge:R:1 method="wB97M-V/def2-TZVPD" spin_multiplicity=1 de_lowest_ev=0.404 gap_ev=7.73 mol_weight_g_mol=780.59 homo_energy_ev=-8.6
F -2.4725 3.4445 2.8250 -0.1 0.0 -0.1 0.149
H -0.7273 -4.5241 3.9599 0.0 0.0 0.0 0.077
C -0.4216 -0.0506 3.5791 0.0 -0.1 0.1 -0.263
H -2.1066 -1.2127 4.2141 0.0 0.0 0.0 0.120
C 0.3254 -5.7218 1.1429 0.0 0.0 -0.1 -0.069
H 3.5068 -1.5328 2.7052 0.0 0.0 0.0 0.088
F -3.0470 1.5258 2.0460 -0.1 -0.1 0.0 0.154
F 0.1206 3.5819 2.1062 0.0 0.0 0.0 0.151
H 3.6031 -0.3506 -4.2223 0.0 0.0 0.0 0.080
H 2.5675 -1.0765 -2.9923 0.0 -0.1 0.0 0.067
C -0.5911 -2.4630 3.3538 0.0 0.0 0.1 -0.254
C 0.8080 -0.0953 2.9285 0.1 0.0 0.1 -0.023
H 1.0278 -2.7893 -4.1189 0.0 0.0 0.1 0.119
O 0.9884 -0.0279 -0.3454 0.1 0.4 -0.6 -0.112
H -5.2056 0.5072 0.3144 0.0 0.0 -0.1 0.118
C 0.6813 -2.4809 2.7930 0.0 -0.1 0.0 -0.021
C 7.1163 1.9516 -1.5762 -0.1 0.0 0.0 -0.051
C -2.7738 2.7814 1.6949 0.3 0.1 -0.2 -0.528
H 7.7026 1.0741 -1.2918 0.0 0.0 0.0 0.082
C -4.5547 0.9532 -1.6712 -0.1 -0.2 0.3 -0.172
H -0.4779 1.2418 5.2582 0.0 0.0 0.0 0.093
N -2.4301 0.2103 -2.4551 0.3 -0.1 -0.1 0.141
C 2.9004 1.1552 -1.2233 0.0 0.0 0.1 -0.053
C 2.9226 -0.1303 -3.4003 -0.1 0.1 0.0 -0.020
H 2.9968 -0.3952 1.4500 0.0 -0.1 0.0 0.058
H -0.0760 -5.8419 2.1447 0.0 0.0 0.0 0.079
H -6.3387 2.6509 -3.9918 0.0 0.0 0.0 0.103
C -0.5824 3.9118 1.0166 0.0 -0.2 -0.2 -0.567
C 0.3036 -4.0456 -0.5280 0.0 -0.2 0.2 -0.201
C -0.6361 -1.2220 -2.7526 0.0 -0.4 0.1 -0.009
C -4.8670 1.5566 -2.8881 0.0 0.0 0.0 -0.027
F -1.1638 5.0983 1.2389 -0.1 0.1 0.1 0.163
H 1.4169 -5.7719 1.1822 0.0 0.0 0.0 0.102
C 0.1391 -2.3268 -2.2166 -0.1 0.3 -0.2 -0.133
C -6.7041 1.5888 -0.7947 0.0 0.0 0.0 -0.069
H -2.2067 -3.5932 4.2203 0.0 0.0 0.0 0.077
C -2.1716 3.2502 -0.7502 0.0 0.0 0.0 0.043
C -3.2361 0.3253 -1.4377 0.3 0.0 -0.3 -0.426
H -2.3135 4.3274 -0.7892 -0.1 0.1 0.0 0.107
H 2.0574 0.4048 -3.8019 0.0 0.0 0.0 0.089
C 4.9655 0.9462 -2.4256 0.1 0.0 0.0 -0.008
H 7.3821 2.2030 -2.6046 0.0 0.0 0.0 0.078
H 1.3944 -5.7893 -1.0942 0.0 0.0 0.0 0.106
H -7.4164 1.6026 0.0207 0.0 0.0 0.0 0.105
F 0.2893 4.0855 0.0151 0.1 0.0 0.1 0.165
N -1.2977 -0.4439 -1.9818 -0.2 0.2 -0.3 -0.082
C 2.7551 -1.3424 1.9351 0.0 0.0 0.0 -0.024
C 3.5540 1.8650 -0.2205 0.0 -0.1 0.1 -0.195
H -0.5555 2.1034 3.7263 0.0 -0.1 0.0 0.059
H 1.1347 -3.4306 2.5231 -0.1 0.1 0.0 0.115
H -0.0512 -6.5245 0.5049 0.0 0.0 0.0 0.101
C -0.0942 -2.7446 -0.8938 -0.2 0.3 0.0 -0.205
C 1.3578 -4.3459 -2.6860 0.0 0.0 0.1 -0.067
H -1.9786 1.2422 4.3378 0.0 0.0 0.0 0.074
C -1.6202 2.8323 0.6139 0.1 -0.1 0.1 -0.334
F -3.9011 3.3243 1.2125 -0.1 0.0 0.2 0.153
C -7.0144 2.1950 -2.0026 0.1 0.0 -0.1 -0.081
C -6.0951 2.1765 -3.0489 0.0 0.0 0.0 -0.073
Ti -0.9016 -0.1372 -0.0344 -0.3 0.0 0.8 1.280
H 5.4226 2.6791 0.4292 0.0 0.0 -0.1 0.122
H -3.1289 2.7829 -0.9516 0.0 0.0 0.0 0.074
H 7.4203 2.7777 -0.9327 0.0 0.0 0.0 0.074
O -0.9623 1.6110 0.5452 -0.2 0.5 0.4 -0.204
H 5.5125 0.5823 -3.2907 0.0 0.0 0.0 0.117
H 1.3828 0.8167 2.8041 -0.1 0.0 0.0 0.108
C 5.6391 1.6771 -1.4491 0.1 0.0 0.0 -0.262
O -0.7620 -1.9815 -0.0349 0.2 -0.7 0.2 -0.112
H -1.7526 -4.0961 2.5867 0.0 0.0 0.0 0.078
C -1.3646 -3.7400 3.5446 0.0 0.0 0.0 -0.043
C 1.3775 -1.3082 2.5444 0.1 0.0 0.0 -0.262
C 1.4110 0.9413 -1.1553 0.1 -0.2 0.2 -0.519
H -4.1392 1.5378 -3.6893 0.0 0.0 0.0 0.112
O -0.1155 -4.4540 0.6910 0.0 -0.1 0.0 -0.094
H 2.7809 3.4356 1.0313 0.0 0.0 0.0 0.091
C -5.4721 0.9710 -0.6279 -0.1 0.0 0.1 -0.021
H 3.3811 2.0342 1.9112 0.0 0.0 0.0 0.091
C 4.9179 2.1189 -0.3543 0.0 0.0 0.1 -0.006
H -0.8273 -1.1687 -3.8200 -0.1 -0.1 -0.1 0.151
C 3.6112 0.6739 -2.3297 -0.1 0.1 -0.1 -0.193
C 1.0558 -4.8083 -1.3953 0.1 0.0 -0.2 0.001
C -0.8940 1.2099 4.2475 0.0 0.0 0.0 -0.039
H 1.8278 1.9604 1.0797 -0.1 0.0 0.0 0.044
O 0.6293 1.5930 -1.8152 0.1 0.1 -0.2 0.096
H -7.9702 2.6885 -2.1310 0.0 0.0 0.0 0.103
C -1.1310 -1.2401 3.7383 0.0 0.0 0.0 -0.009
H 2.8359 -2.1327 1.1855 0.0 0.0 0.0 0.083
O -2.8786 -0.0646 -0.2409 -0.1 0.4 -0.4 -0.113
C 0.8689 -3.1373 -3.1035 0.0 0.0 -0.1 -0.060
C 2.8402 2.3475 1.0147 0.0 0.1 -0.1 -0.034
H -1.4496 2.9507 -1.5043 0.1 0.0 0.0 0.094
H 1.9457 -4.9644 -3.3514 0.0 0.0 0.0 0.107


[2]
19
Properties=species:S:1:pos:R:3:forces:R:3:nbo_charge:R:1 method="wB97M-V/def2-TZVPD" spin_multiplicity=1 de_lowest_ev=2.047 gap_ev=7.92 total_charge=+1 mol_weight_g_mol=226.04 homo_energy_ev=-12.9
C -1.9907 0.4868 0.6118 3.0 -2.5 3.7 1.003
H 0.4406 2.8814 -0.1940 -0.5 0.5 -0.2 0.443
N 0.9687 2.0449 -0.1085 1.1 -0.1 0.3 -0.523
N 1.5016 0.0269 0.5359 0.2 2.5 -2.1 -0.381
C 0.5122 0.8930 0.2950 -4.3 -2.2 0.8 0.278
C -2.5174 -0.3279 -0.4667 -0.8 4.4 -3.9 -0.766
Br 4.3463 -0.0607 0.2411 0.5 -0.1 0.1 0.202
C 2.3393 1.9822 -0.1553 0.1 -0.5 0.2 -0.091
C 1.3952 -1.3630 0.8602 -1.2 -1.6 -0.1 -0.428
H 2.2817 -1.5127 1.4238 0.1 -0.7 1.7 0.237
H 0.3579 -1.6494 1.2824 2.1 0.8 -0.2 0.247
F -2.2883 1.6409 1.0465 -0.4 0.4 -1.1 -0.232
F -1.8419 -0.3281 1.7124 0.0 1.3 -1.6 -0.311
C 2.7043 0.7393 0.1877 -1.1 -0.9 0.6 -0.002
H -3.3682 -0.8131 -0.1578 -2.2 -1.0 1.1 0.284
H -1.9008 -1.0343 -0.8727 2.2 -1.8 -0.2 0.285
H 1.5960 -2.0978 0.0580 -0.4 0.9 -0.5 0.231
H -2.7864 0.2618 -1.4405 0.3 -0.5 2.0 0.274
H 2.9204 2.8231 -0.3387 1.0 1.1 -0.5 0.250


[3]
5
Properties=species:S:1:pos:R:3:forces:R:3:nbo_charge:R:1 method="wB97M-V/def2-TZVPD" spin_multiplicity=1 de_lowest_ev=0.177 smiles="O=CO" gap_ev=11.49 mol_weight_g_mol=46.03 homo_energy_ev=-10.9
C 0.2991 -0.1294 -0.2829 0.6 0.3 0.7 0.641
H -1.0061 0.3218 1.0289 0.0 -0.1 0.0 0.485
O 0.7138 -0.0130 -1.3819 0.4 -0.3 -0.9 -0.541
O -0.8520 0.4166 0.0822 -1.1 0.4 0.3 -0.670
H 0.8450 -0.5960 0.5537 0.0 -0.2 -0.1 0.086


[4]
57
Properties=species:S:1:pos:R:3:forces:R:3:nbo_charge:R:1 method="wB97M-V/def2-TZVPD" spin_multiplicity=3 de_lowest_ev=0.135 s2=2.035 gap_ev="6.30 / 6.47" total_charge=+3 mol_weight_g_mol=676.36 homo_energy_ev="-17.0 / -17.1"
H -3.9145 4.1213 -1.9823 0.0 0.0 0.0 0.230
H -3.5310 2.6564 -0.0007 0.0 0.0 0.0 0.264
H 2.4473 3.1564 -0.2918 0.0 0.0 0.0 0.246
H -2.9654 -3.8360 1.5261 0.0 0.0 0.0 0.279
H -2.8545 5.3573 -1.3093 0.0 0.0 0.0 0.217
H 1.9974 2.9366 1.4093 0.0 0.0 0.0 0.253
H -0.2039 3.9526 1.0586 0.0 0.0 0.0 0.225
C -2.0446 -3.1840 -1.6859 0.0 0.0 0.0 -0.093
C 0.5069 4.0201 0.2336 0.0 0.0 0.1 -0.435
H 5.3406 -0.8771 4.2387 0.0 0.0 0.0 0.273
C 0.1821 -1.2266 -4.7072 0.0 0.0 0.0 -0.035
N 0.3195 -0.4200 -2.0504 0.0 0.1 0.2 -0.530
H 0.9390 5.0200 0.2915 0.0 0.0 0.0 0.273
C -1.4829 -2.9862 -4.0369 0.0 0.0 0.0 -0.165
H 1.1968 1.9987 0.1272 0.3 0.0 0.0 0.093
H -5.2173 5.8909 -0.8241 0.0 0.0 0.0 0.255
C -0.4885 -1.4560 -2.4236 0.0 0.0 0.0 0.128
C 1.0569 0.1827 -2.9824 0.0 0.0 0.0 0.112
C 3.3908 -0.1926 4.8201 0.0 0.0 0.0 -0.124
C 1.0121 -0.1998 -4.3222 0.0 0.0 0.0 -0.229
S -1.5366 2.6823 -1.1694 0.0 0.0 -0.1 1.239
C -1.2029 -2.1157 -1.3883 0.0 0.0 0.0 0.228
W 0.2219 0.0137 0.0491 -0.7 0.0 -0.1 1.444
C 1.8045 -0.0387 3.0773 0.2 0.0 0.1 -0.023
C -0.6019 -1.8925 -3.7417 0.0 0.0 0.0 -0.051
H 0.1341 -1.5343 -5.7448 0.0 0.0 0.0 0.266
Cl 5.1937 -1.3402 1.4648 0.0 0.0 0.0 0.118
H 3.6540 -0.0863 5.8637 0.0 0.0 0.0 0.267
H 1.6350 0.3155 -5.0396 0.0 0.0 0.0 0.275
H -4.3630 5.5823 0.6848 0.0 0.0 0.0 0.222
C -2.1783 -3.6009 -3.0530 0.0 0.0 0.0 -0.086
H -2.4077 3.8463 0.7041 0.0 0.0 0.0 0.250
C 4.0139 -0.7755 2.5692 -0.1 0.0 0.0 -0.004
H -1.5753 -3.3162 -5.0635 0.0 0.0 0.0 0.264
H 0.4714 3.6480 -1.9225 0.0 0.0 0.0 0.251
C -2.8393 3.4716 -0.2249 0.0 0.0 0.0 -0.565
C 4.3378 -0.6350 3.9139 0.0 0.0 0.0 -0.186
C -4.7095 5.1248 -0.2421 0.0 0.0 0.0 -0.603
H -1.4261 -1.9413 1.9045 0.0 0.0 0.0 0.237
C 2.7194 -0.4786 2.1294 0.0 0.0 -0.1 -0.277
S 2.3152 -0.6979 0.4243 0.2 -0.1 0.0 0.185
C -1.6224 -2.2978 0.9026 0.0 0.0 0.0 0.122
C 2.0976 0.1194 4.4089 -0.1 0.0 0.1 -0.212
Cl 0.1593 0.3685 2.5477 -0.1 0.0 -0.2 0.161
H -5.4381 4.3520 0.0030 0.0 0.0 0.0 0.221
H -0.7145 4.8328 -1.3975 0.0 0.0 0.0 0.285
H -3.3619 -4.6460 -0.7902 0.0 0.0 0.0 0.268
N -0.9960 -1.6747 -0.1061 0.1 0.0 0.1 -0.537
C 1.6157 2.9869 0.3919 -0.1 0.1 -0.1 -0.507
O -1.0665 1.5341 -0.1669 0.1 0.0 0.0 -0.980
H -2.8375 -4.4286 -3.2801 0.0 0.0 0.0 0.253
C -2.4833 -3.3645 0.6815 0.0 0.0 0.0 -0.232
H 1.3560 0.4671 5.1153 0.0 0.0 0.0 0.263
C -0.2089 3.9080 -1.1093 0.0 -0.1 0.0 -0.579
C -2.6986 -3.8093 -0.6048 0.0 0.0 0.0 -0.021
H 1.7088 0.9829 -2.6524 0.0 0.0 0.0 0.227
C -3.5438 4.5518 -1.0497 0.0 0.0 0.0 -0.420


Copy entry 3 word for word.
5
Properties=species:S:1:pos:R:3:forces:R:3:nbo_charge:R:1 method="wB97M-V/def2-TZVPD" spin_multiplicity=1 de_lowest_ev=0.177 smiles="O=CO" gap_ev=11.49 mol_weight_g_mol=46.03 homo_energy_ev=-10.9
C 0.2991 -0.1294 -0.2829 0.6 0.3 0.7 0.641
H -1.0061 0.3218 1.0289 0.0 -0.1 0.0 0.485
O 0.7138 -0.0130 -1.3819 0.4 -0.3 -0.9 -0.541
O -0.8520 0.4166 0.0822 -1.1 0.4 0.3 -0.670
H 0.8450 -0.5960 0.5537 0.0 -0.2 -0.1 0.086